# 1
A molecular structure, C43H42P2V in a non-equilibrium geometry. Source: the Open Molecules 2025 dataset; level of theory: the ωB97M-V functional and the def2-TZVPD basis.

The total energy is -3289.5948 hartree. The lowest unoccupied orbital energy (spin up / spin down) comes out at -6.58 / -8.11 eV. The calculation puts the HOMO energy (spin up / spin down) at -12.40 / -12.40 eV. Its net charge is +2. The spin multiplicity is 2. The calculation puts the strongest force on any atom at 4.31 eV/Å.

CARTESIAN COORDINATES (ANGSTROEM)
V  -0.01  0.12  3.11
C  -1.93  -0.43  4.07
C  -2.16  -0.37  2.67
C  -2.50  0.83  1.84
C  -1.36  1.78  1.36
C  -0.34  2.13  2.38
C  -0.58  2.21  3.77
C  -1.88  2.09  4.48
C  -2.32  0.68  4.97
C  1.48  -0.95  2.24
H  -1.74  -1.41  4.51
H  -2.57  -1.30  2.26
H  -3.30  1.44  2.30
H  -2.98  0.43  0.93
H  -0.89  1.40  0.44
H  -1.88  2.69  1.01
H  0.58  2.60  2.04
H  0.22  2.64  4.39
H  -2.73  2.48  3.90
H  -1.82  2.70  5.40
H  -2.02  0.45  6.00
H  -3.43  0.73  5.04
H  1.64  -1.74  3.00
H  2.33  -0.24  2.28
H  1.29  -1.31  1.23
P  -0.17  -1.80  -3.34
P  1.57  0.62  -3.49
C  -1.00  -0.26  -3.82
C  -0.17  0.80  -3.96
C  -0.66  -3.00  -4.59
C  -1.74  -2.76  -5.43
C  -1.96  -3.63  -6.50
C  -1.14  -4.75  -6.67
C  -0.15  -5.06  -5.72
C  0.09  -4.19  -4.66
C  -1.24  -2.41  -2.03
C  -0.88  -1.66  -0.90
C  -1.51  -1.92  0.29
C  -2.63  -2.76  0.36
C  -2.99  -3.50  -0.77
C  -2.25  -3.38  -1.96
C  2.37  0.99  -5.15
C  2.16  0.05  -6.19
C  2.65  0.26  -7.47
C  3.39  1.42  -7.77
C  3.64  2.34  -6.75
C  3.14  2.12  -5.45
C  1.85  2.16  -2.55
C  3.10  2.28  -1.91
C  3.42  3.45  -1.23
C  2.52  4.52  -1.18
C  1.27  4.38  -1.79
C  0.93  3.21  -2.47
H  -2.08  -0.27  -3.97
H  -0.44  1.74  -4.42
H  -2.38  -1.90  -5.26
H  -2.78  -3.42  -7.18
H  -1.29  -5.40  -7.53
H  0.43  -5.98  -5.79
H  0.85  -4.40  -3.91
H  -0.11  -0.90  -0.97
H  -1.03  -1.44  1.15
H  -3.22  -2.82  1.27
H  -3.84  -4.19  -0.71
H  -2.47  -4.03  -2.81
H  1.57  -0.85  -6.00
H  2.48  -0.47  -8.26
H  3.78  1.58  -8.78
H  4.25  3.22  -6.97
H  3.35  2.88  -4.70
H  3.83  1.47  -2.00
H  4.38  3.53  -0.73
H  2.79  5.45  -0.66
H  0.54  5.20  -1.73
H  -0.04  3.14  -2.97
C  0.88  -0.24  4.79
C  0.59  -0.10  6.02
C  0.53  0.03  7.41
C  -0.50  0.74  8.08
C  -0.56  0.76  9.47
C  0.45  0.16  10.23
C  1.47  -0.56  9.59
C  1.53  -0.61  8.20
H  -1.25  1.25  7.48
H  -1.42  1.26  9.94
H  0.45  0.26  11.32
H  2.23  -1.10  10.17
H  2.31  -1.16  7.67

# 2
A molecular structure, C43H43N10NdS2. Source: the Open Molecules 2025 dataset; level of theory: the ωB97M-V functional and the def2-TZVPD basis.

The total energy is -3569.8463 hartree. The lowest unoccupied orbital energy (spin up / spin down) comes out at -0.41 / -0.41 eV. The calculation puts the HOMO energy (spin up / spin down) at -6.60 / -6.62 eV. The energy above the lowest of the compared OMol25 structures with the same formula, charge and spin comes out at 0.0000 eV. Its net charge is 0. The spin multiplicity is 4. The calculation puts the strongest force on any atom at 0.83 eV/Å.

CARTESIAN COORDINATES (ANGSTROEM)
Nd  -1.13  0.49  -0.28
C  -2.13  -5.91  -3.48
C  -1.42  -4.69  -2.94
C  -0.68  -3.85  -3.77
C  -0.10  -2.70  -3.28
C  -0.20  -2.32  -1.93
N  0.38  -1.13  -1.48
C  1.66  -0.91  -1.96
C  2.57  -1.98  -2.08
C  3.88  -1.82  -2.47
C  4.39  -0.56  -2.75
C  5.83  -0.35  -3.13
C  3.52  0.51  -2.66
C  2.18  0.36  -2.28
N  1.36  1.53  -2.33
C  1.77  2.79  -2.59
C  0.67  3.56  -2.86
C  -0.41  2.68  -2.72
N  0.00  1.46  -2.40
C  -0.93  -3.18  -1.11
C  -1.54  -4.33  -1.62
N  -1.07  -2.95  0.29
C  -0.97  -3.88  1.25
C  -1.38  -3.32  2.44
C  -1.72  -2.01  2.09
N  -1.53  -1.78  0.80
H  -1.66  -6.26  -4.41
H  -3.18  -5.70  -3.70
H  -2.10  -6.74  -2.76
H  -0.58  -4.09  -4.83
H  0.44  -2.04  -3.95
H  2.21  -2.97  -1.84
H  4.53  -2.69  -2.54
H  6.23  -1.22  -3.66
H  6.46  -0.20  -2.24
H  5.96  0.52  -3.77
H  3.89  1.49  -2.93
H  2.81  3.07  -2.57
H  0.64  4.61  -3.09
H  -1.46  2.88  -2.83
H  -2.14  -4.93  -0.95
H  -0.60  -4.87  1.02
H  -1.41  -3.78  3.41
H  -2.08  -1.22  2.73
C  -2.75  -0.50  -5.43
S  -3.21  1.06  -4.67
C  -3.24  0.68  -2.96
S  -2.93  -0.87  -2.33
N  -3.58  1.74  -2.26
N  -3.36  1.58  -0.93
C  -4.17  2.14  -0.13
C  -3.93  2.03  1.31
C  -4.78  2.66  2.22
C  -4.52  2.55  3.57
C  -3.42  1.82  3.99
C  -2.63  1.23  3.02
N  -2.87  1.31  1.71
H  -2.90  -0.37  -6.50
H  -3.38  -1.30  -5.05
H  -1.70  -0.74  -5.22
H  -5.04  2.68  -0.51
H  -5.62  3.22  1.85
H  -5.17  3.03  4.30
H  -3.17  1.72  5.03
H  -1.75  0.68  3.30
C  3.63  -0.99  1.13
C  2.23  -1.57  1.35
C  1.71  -1.11  2.69
C  2.00  -1.86  3.82
C  1.68  -1.39  5.09
C  1.11  -0.14  5.22
C  0.81  0.65  4.11
C  0.25  2.03  4.38
C  1.31  3.00  4.91
C  1.08  0.14  2.83
N  0.65  0.87  1.68
C  1.14  2.06  1.53
C  0.52  3.08  0.77
C  0.85  4.44  0.74
C  -0.23  5.09  0.17
C  -1.18  4.10  -0.12
N  -0.74  2.88  0.24
H  4.05  -1.32  0.18
H  4.30  -1.28  1.93
H  3.59  0.10  1.11
H  2.26  -2.66  1.32
H  1.57  -1.25  0.55
H  2.48  -2.82  3.70
H  1.90  -1.99  5.96
H  0.89  0.25  6.21
H  -0.54  1.95  5.13
H  -0.20  2.46  3.49
H  1.77  2.62  5.82
H  0.87  3.98  5.13
H  2.11  3.15  4.18
H  2.04  2.34  2.08
H  1.77  4.88  1.11
H  -0.34  6.15  -0.01
H  -2.14  4.22  -0.59

# 3
2 unconnected molecules or ions with the total composition C43H43N4O2 in a non-equilibrium geometry. Source: the Open Molecules 2025 dataset; level of theory: the ωB97M-V functional and the def2-TZVPD basis.

The total energy is -2033.5061 hartree. The lowest unoccupied orbital energy comes out at -4.96 eV. The calculation puts the HOMO energy at -8.65 eV. Its net charge is +1. The spin multiplicity is 1. The calculation puts the strongest force on any atom at 2.32 eV/Å.

CARTESIAN COORDINATES (ANGSTROEM)
C  4.96  -4.08  0.16
N  3.78  -3.80  -0.63
C  3.02  -4.78  -1.23
O  3.26  -5.99  -1.20
C  1.85  -4.09  -1.92
C  0.51  -4.55  -1.37
C  0.42  -4.25  0.11
C  0.95  -5.14  1.04
C  1.02  -4.79  2.39
C  0.61  -3.52  2.81
C  0.00  -2.66  1.90
C  -0.15  -3.05  0.57
N  2.14  -2.67  -1.69
C  1.18  -1.73  -1.79
C  1.32  -0.48  -1.23
C  0.35  0.55  -1.22
C  0.78  1.90  -1.58
C  0.02  2.75  -2.43
C  0.46  4.05  -2.69
C  1.64  4.54  -2.11
C  2.42  3.69  -1.31
C  2.02  2.37  -1.09
C  3.40  -2.45  -0.93
C  4.46  -1.67  -1.64
C  5.00  -2.08  -2.81
C  5.99  -1.32  -3.54
C  6.60  -1.85  -4.70
C  7.53  -1.11  -5.43
C  7.92  0.17  -5.01
C  7.33  0.70  -3.85
C  6.39  -0.03  -3.12
H  5.09  -5.15  0.16
H  5.83  -3.58  -0.26
H  4.82  -3.71  1.19
H  1.95  -4.29  -3.00
H  -0.28  -4.03  -1.91
H  0.44  -5.63  -1.54
H  1.30  -6.12  0.70
H  1.41  -5.52  3.10
H  0.74  -3.23  3.85
H  -0.37  -1.68  2.21
H  -0.70  -2.42  -0.13
H  0.30  -2.01  -2.38
H  2.28  -0.30  -0.76
H  -0.71  0.32  -1.08
H  -0.91  2.33  -2.84
H  -0.10  4.67  -3.38
H  1.91  5.59  -2.21
H  3.36  4.04  -0.88
H  2.63  1.71  -0.47
H  3.17  -1.94  0.03
H  4.82  -0.81  -1.09
H  4.75  -3.05  -3.24
H  6.31  -2.85  -5.03
H  7.96  -1.53  -6.34
H  8.65  0.75  -5.57
H  7.61  1.70  -3.51
H  5.94  0.40  -2.22
C  -9.10  5.17  1.43
N  -7.74  5.23  0.95
C  -7.62  5.88  -0.32
C  -6.74  4.38  1.40
C  -6.90  2.98  1.39
C  -5.78  2.17  1.40
N  -4.55  2.65  1.77
C  -3.47  1.79  1.95
C  -3.68  0.55  2.61
C  -2.69  0.01  3.64
C  -2.84  -1.34  4.00
C  -2.04  -1.95  4.96
C  -1.04  -1.22  5.60
C  -0.94  0.15  5.31
C  -1.71  0.75  4.30
O  -4.72  -0.13  2.39
C  -4.37  4.03  1.89
C  -5.45  4.87  1.74
H  -9.13  4.86  2.47
H  -9.54  6.17  1.34
H  -9.73  4.50  0.84
H  -6.58  5.93  -0.64
H  -8.19  5.34  -1.10
H  -8.04  6.89  -0.25
H  -7.87  2.52  1.22
H  -5.81  1.11  1.15
H  -2.49  2.24  1.86
H  -3.62  -1.92  3.52
H  -2.19  -3.01  5.17
H  -0.40  -1.71  6.34
H  -0.23  0.74  5.89
H  -1.58  1.81  4.04
H  -3.34  4.34  2.07
H  -5.30  5.94  1.83

# 4
A molecular structure, C43H44BrCl2FeN3O2SSiTe in a non-equilibrium geometry. Source: the Open Molecules 2025 dataset; level of theory: the ωB97M-V functional and the def2-TZVPD basis.

The total energy is -7693.2807 hartree. The lowest unoccupied orbital energy (spin up / spin down) comes out at -2.65 / -4.43 eV. The calculation puts the HOMO energy (spin up / spin down) at -10.35 / -10.62 eV. The energy above the lowest of the compared OMol25 structures with the same formula, charge and spin comes out at 2.1492 eV. Its net charge is +1. The spin multiplicity is 6. The calculation puts the strongest force on any atom at 1.64 eV/Å.

CARTESIAN COORDINATES (ANGSTROEM)
Fe  1.03  0.63  -0.45
Cl  3.27  -0.25  0.81
C  3.88  1.39  1.05
Cl  2.67  2.50  0.40
H  4.81  1.51  0.50
H  3.99  1.57  2.12
C  0.11  -0.62  1.35
Si  -0.35  0.69  2.57
C  -1.53  1.81  1.54
N  -1.14  1.84  0.14
C  -2.18  1.39  -0.76
C  -3.43  2.30  -0.76
C  -3.02  3.75  -0.47
C  -1.62  4.02  -1.01
C  -0.58  3.11  -0.33
C  -1.33  0.29  4.15
C  -2.07  1.30  4.77
C  -2.76  1.08  5.94
C  -2.72  -0.17  6.53
C  -1.99  -1.19  5.95
C  -1.30  -0.96  4.77
C  1.15  1.66  3.23
C  1.21  3.05  3.29
C  2.27  3.69  3.91
C  3.27  2.95  4.51
C  3.21  1.57  4.49
C  2.16  0.93  3.85
H  -0.74  -1.01  0.80
H  0.71  -1.44  1.76
H  -1.56  2.82  1.96
H  -2.53  1.39  1.64
H  -2.46  0.36  -0.50
H  -1.76  1.39  -1.77
H  -4.15  1.97  -0.01
H  -3.90  2.22  -1.73
H  -3.04  3.94  0.60
H  -3.74  4.43  -0.94
H  -1.35  5.06  -0.84
H  -1.61  3.84  -2.09
H  -0.12  3.61  0.53
H  0.21  2.88  -1.06
H  -2.10  2.29  4.32
H  -3.32  1.88  6.40
H  -3.27  -0.35  7.45
H  -1.95  -2.16  6.41
H  -0.74  -1.76  4.31
H  0.42  3.64  2.85
H  2.30  4.77  3.94
H  4.09  3.46  5.00
H  3.97  0.99  4.99
H  2.11  -0.14  3.85
S  3.01  0.58  -2.45
C  2.50  1.95  -3.23
N  2.71  2.07  -4.58
C  2.37  3.18  -5.26
C  1.81  4.23  -4.58
C  1.65  4.07  -3.19
N  1.98  2.99  -2.55
H  3.09  1.26  -5.06
H  2.56  3.19  -6.32
H  1.51  5.13  -5.09
H  1.27  4.87  -2.58
Te  1.52  -2.23  -1.16
C  2.71  -3.65  -0.08
C  2.33  -4.14  1.16
C  3.10  -5.10  1.80
C  4.25  -5.58  1.21
C  4.65  -5.08  -0.02
C  3.89  -4.12  -0.66
C  -0.11  -3.61  -1.17
C  -0.90  -3.84  -0.05
C  -1.89  -4.81  -0.08
C  -2.10  -5.55  -1.24
C  -1.33  -5.30  -2.36
C  -0.34  -4.34  -2.33
H  1.43  -3.77  1.63
H  2.78  -5.47  2.76
H  4.84  -6.33  1.71
H  5.55  -5.46  -0.48
H  4.20  -3.73  -1.62
H  -0.74  -3.27  0.85
H  -2.49  -5.00  0.79
H  -2.87  -6.31  -1.26
H  -1.51  -5.87  -3.26
H  0.27  -4.14  -3.20
Br  -5.58  -2.28  -5.51
C  -3.98  -1.53  -4.82
C  -3.50  -1.94  -3.59
C  -2.33  -1.38  -3.10
C  -1.66  -0.41  -3.83
C  -2.15  -0.01  -5.07
C  -3.31  -0.57  -5.58
C  -0.45  0.27  -3.24
O  -0.01  1.30  -3.74
O  0.03  -0.27  -2.19
H  -4.03  -2.69  -3.02
H  -1.94  -1.69  -2.15
H  -1.61  0.73  -5.63
H  -3.68  -0.28  -6.54

# 5
A molecular structure, C43H45IrN11P. Source: the Open Molecules 2025 dataset; level of theory: the ωB97M-V functional and the def2-TZVPD basis.

The total energy is -2712.7047 hartree. The lowest unoccupied orbital energy (spin up / spin down) comes out at -7.59 / -9.85 eV. The calculation puts the HOMO energy (spin up / spin down) at -14.20 / -15.07 eV. The energy above the lowest of the compared OMol25 structures with the same formula, charge and spin comes out at 0.0704 eV. Its net charge is +3. The spin multiplicity is 6. The calculation puts the strongest force on any atom at 0.55 eV/Å.

CARTESIAN COORDINATES (ANGSTROEM)
Ir  -1.14  0.11  0.47
C  -6.34  -2.52  1.79
N  -5.43  -1.68  0.99
C  -5.76  -1.04  -0.17
C  -4.63  -0.39  -0.58
N  -3.63  -0.61  0.31
C  -4.13  -1.40  1.25
P  -3.17  -2.13  2.61
C  -2.42  -0.59  3.25
N  -1.82  0.38  2.55
C  -1.61  1.42  3.41
C  -2.10  1.08  4.64
N  -2.60  -0.19  4.52
C  -3.29  -0.90  5.60
C  -1.81  -2.78  1.58
N  -1.12  -2.12  0.66
C  -0.45  -3.05  -0.08
C  -0.74  -4.29  0.40
N  -1.60  -4.11  1.45
C  -2.22  -5.20  2.21
H  -7.31  -2.51  1.31
H  -6.43  -2.12  2.79
H  -5.97  -3.54  1.82
H  -6.75  -1.11  -0.59
H  -4.50  0.22  -1.46
H  -1.17  2.35  3.10
H  -2.15  1.63  5.56
H  -2.98  -0.48  6.55
H  -3.03  -1.96  5.57
H  -4.37  -0.79  5.49
H  0.19  -2.78  -0.90
H  -0.42  -5.27  0.09
H  -1.52  -6.04  2.24
H  -3.14  -5.52  1.73
H  -2.42  -4.88  3.22
N  1.64  0.57  3.24
C  2.28  1.72  3.23
C  3.39  1.94  4.08
C  3.99  3.18  4.12
C  3.53  4.21  3.32
C  2.44  4.02  2.42
C  1.96  5.05  1.58
C  0.93  4.77  0.73
C  0.40  3.47  0.70
N  0.81  2.49  1.49
C  1.81  2.77  2.35
H  1.97  -0.21  3.77
H  0.85  0.45  2.62
H  3.73  1.13  4.71
H  4.83  3.35  4.79
H  4.00  5.19  3.36
H  2.41  6.03  1.62
H  0.53  5.52  0.06
H  -0.39  3.23  0.00
C  2.97  -2.98  -4.15
C  2.89  -1.60  -4.74
C  3.23  -1.35  -6.06
C  3.16  -0.08  -6.60
C  2.76  0.99  -5.81
C  2.43  0.78  -4.48
C  2.48  -0.51  -3.96
N  2.15  -0.75  -2.58
C  1.05  -0.35  -1.92
N  -0.05  -0.08  -2.75
C  -1.14  0.70  -2.56
C  -1.58  1.12  -1.25
C  -2.53  2.15  -1.23
C  -3.09  2.64  -2.39
C  -2.76  2.08  -3.65
C  -1.82  1.10  -3.76
C  -1.47  0.51  -5.10
N  0.95  -0.30  -0.64
C  2.16  -0.42  0.12
C  2.37  -1.56  0.88
C  3.54  -1.72  1.62
C  4.49  -0.72  1.61
C  4.27  0.44  0.87
C  3.11  0.61  0.10
C  2.97  1.86  -0.73
H  3.23  -3.71  -4.92
H  2.02  -3.29  -3.71
H  3.73  -3.05  -3.37
H  3.55  -2.18  -6.68
H  3.43  0.08  -7.64
H  2.74  2.00  -6.22
H  2.17  1.61  -3.85
H  2.86  -1.20  -2.02
H  0.15  -0.31  -3.72
H  -2.89  2.52  -0.28
H  -3.84  3.42  -2.34
H  -3.27  2.45  -4.53
H  -2.14  0.87  -5.87
H  -1.55  -0.59  -5.08
H  -0.45  0.77  -5.40
H  1.63  -2.35  0.88
H  3.71  -2.64  2.17
H  5.42  -0.83  2.17
H  5.02  1.22  0.86
H  3.36  2.73  -0.20
H  1.93  2.06  -1.00
H  3.55  1.77  -1.65